{
  "formula": "C7H4AuNO5",
  "method": "the ωB97M-V functional and the def2-TZVPD basis",
  "charge": 2,
  "e_lumo_ev": [-8.69, -12.74],
  "multiplicity": 3,
  "orbital_gap_ev": [8.7, 6.2],
  "largest_force_ev_per_a": 5.8,
  "symbols": ["O", "C", "Au", "O", "C", "C", "O", "C", "O", "C", "O", "H", "C", "C", "N", "H", "H", "H"],
  "positions_angstrom": [[0.8093, 0.2320, -3.8218], [0.5272, -0.3046, -2.8678], [-0.9003, -1.0932, -0.7909], [-1.8700, 1.5672, -2.1578], [-1.8108, 0.6020, -1.5408], [-2.0931, -1.1481, 0.9966], [-2.6295, -1.0642, 1.9997], [0.9864, -1.9168, -0.0335], [1.1447, -2.1981, 1.1165], [-1.3856, -2.7567, -1.9111], [-1.7288, -3.7120, -2.4338], [1.7659, -2.0253, -0.8358], [1.4116, 2.6378, 2.3282], [0.8152, 1.6266, 1.4809], [0.2823, 0.8504, 0.8079], [2.4027, 2.3179, 2.6813], [0.7660, 2.7974, 3.2017], [1.5067, 3.5876, 1.7805]],
  "forces_ev_per_angstrom": [[-0.4, -1.0, 1.8], [0.5, 0.9, -1.8], [0.0, 0.8, 0.5], [-0.2, -3.4, 2.2], [-0.3, 5.0, -2.4], [-1.8, 0.2, 3.4], [1.8, -0.3, -3.3], [1.7, -0.8, 2.7], [-0.5, 0.5, -2.6], [-1.8, -5.0, -2.4], [1.1, 3.1, 1.6], [0.0, -0.1, 0.4], [0.3, 0.4, 0.4], [-0.6, -0.5, -0.6], [0.5, 0.6, 0.5], [-0.3, 0.1, -0.2], [0.1, 0.0, -0.2], [0.0, -0.4, 0.1]],
  "nbo_charge": [-0.324, 0.492, 1.080, -0.285, 0.456, 0.539, -0.269, 0.132, -0.246, 0.401, -0.267, 0.243, -0.757, 0.482, -0.560, 0.295, 0.294, 0.295]
}